No. 1
This record from the Open Molecules 2025 dataset describes a cluster of 2 separate species, C5H12NO in total at a distorted geometry. The level of theory is the ωB97M-V functional and the def2-TZVPD basis.

As for the spin multiplicity: 1. The calculation puts the LUMO energy at -0.1310 hartree. The value obtained for the total energy is -327.32659 a.u. Its energy above the lowest of the compared OMol25 structures with the same formula, charge and spin is 83.5 kcal per mole. The total charge is +1. The calculation puts the molar mass at 102.16 g mol⁻¹. The HOMO energy is -14.5938 eV.

Cartesian coordinates (Å):
C: 0.42 -1.33 1.33
C: 0.73 -0.55 0.30
C: -1.60 -0.23 -1.18
C: -1.53 0.83 1.13
C: 2.73 0.33 -0.78
N: -0.90 0.53 -0.14
O: 1.50 -0.36 -0.70
H: 1.12 -2.23 1.44
H: -0.48 -1.15 1.88
H: -1.55 -1.32 -1.05
H: -2.66 -0.06 -1.45
H: -1.04 -0.15 -2.11
H: -2.04 0.03 1.64
H: -0.92 1.35 1.71
H: -2.40 1.44 0.86
H: 3.54 -0.34 -0.32
H: 2.77 1.33 -0.29
H: 3.02 0.44 -1.80
H: -0.74 1.46 -0.48

---

No. 2
This record from the Open Molecules 2025 dataset describes a cluster of 2 separate species, C5H12NO in total at a distorted geometry. The level of theory is the ωB97M-V functional and the def2-TZVPD basis.

As for the spin multiplicity: 1. The calculation puts the LUMO energy at -0.1925 hartree. The value obtained for the total energy is -327.35909 a.u. Its energy above the lowest of the compared OMol25 structures with the same formula, charge and spin is 63.1 kcal per mole. The total charge is +1. The calculation puts the molar mass at 102.16 g mol⁻¹. The HOMO energy is -14.2915 eV.

Cartesian coordinates (Å):
C: 0.88 -0.76 0.97
O: 1.99 -0.10 1.49
C: 0.19 0.15 0.02
C: -0.86 -0.27 -0.92
C: -1.90 -0.39 0.19
C: -2.64 0.66 0.58
N: 1.80 0.74 -1.49
H: 0.14 -0.99 1.74
H: 1.11 -1.69 0.44
H: 2.37 -0.58 2.22
H: 0.11 1.18 0.35
H: -1.07 0.53 -1.62
H: -0.67 -1.20 -1.46
H: -2.12 -1.37 0.59
H: -2.37 1.65 0.24
H: -3.52 0.50 1.17
H: 2.24 0.70 -0.56
H: 2.36 1.40 -2.01
H: 1.95 -0.17 -1.92

---

No. 3
This record from the Open Molecules 2025 dataset describes a cluster of 2 separate species, C5H12NO in total at a distorted geometry. The level of theory is the ωB97M-V functional and the def2-TZVPD basis.

As for the spin multiplicity: 1. The calculation puts the LUMO energy (spin up / spin down) at -0.2211 / -0.2752 hartree. The value obtained for the total energy is -327.22359 a.u. Its energy above the lowest of the compared OMol25 structures with the same formula, charge and spin is 148.1 kcal per mole. The total charge is +1. The calculation puts the molar mass at 102.16 g mol⁻¹. The HOMO energy (spin up / spin down) is -14.2048 / -14.2952 eV.

Cartesian coordinates (Å):
C: -2.59 -1.02 1.49
C: 3.07 0.79 -0.54
C: -2.67 0.78 -0.29
C: 1.88 -0.17 -0.96
C: 1.03 -0.59 0.26
N: -2.16 -0.16 0.65
O: 0.08 0.30 0.69
H: -1.78 -1.47 2.04
H: -3.67 -0.97 1.77
H: 2.59 1.74 -0.19
H: 3.64 0.12 0.20
H: 3.52 0.85 -1.53
H: -1.94 0.77 -1.04
H: -2.83 1.83 0.10
H: -3.73 0.61 -0.56
H: 2.27 -1.03 -1.43
H: 1.19 0.15 -1.70
H: 0.47 -1.59 -0.12
H: 1.63 -0.94 1.16

---

No. 4
This record from the Open Molecules 2025 dataset describes the ion C5H12NO with charge +1 at a distorted geometry. The level of theory is the ωB97M-V functional and the def2-TZVPD basis.

As for the spin multiplicity: 1. The calculation puts the LUMO energy at -0.1047 hartree. The value obtained for the total energy is -327.30460 a.u. Its energy above the lowest of the compared OMol25 structures with the same formula, charge and spin is 97.3 kcal per mole. The total charge is +1. The calculation puts the molar mass at 102.16 g mol⁻¹. The HOMO energy is -15.7397 eV. As for the SMILES: CC[N+]1(OC)CC1.

Cartesian coordinates (Å):
C: -1.66 0.02 0.67
C: -0.73 0.79 1.48
C: 2.03 -0.81 0.55
C: -0.50 0.88 -2.12
C: 0.52 -1.14 0.33
N: -0.25 0.11 0.28
O: 0.10 1.03 -0.81
H: -2.08 -0.94 0.92
H: -2.18 0.59 -0.16
H: -0.73 1.95 1.52
H: -0.34 0.57 2.49
H: 2.37 -0.33 -0.39
H: 2.31 -0.21 1.51
H: 2.39 -1.80 0.62
H: -0.27 1.95 -2.60
H: -1.51 0.65 -1.92
H: -0.08 0.08 -2.75
H: 0.18 -1.84 1.09
H: 0.42 -1.55 -0.71

---

No. 5
This record from the Open Molecules 2025 dataset describes a cluster of 2 separate species, C5H12NO in total at a distorted geometry. The level of theory is the ωB97M-V functional and the def2-TZVPD basis.

The expectation value of S² is 0.755. As for the spin multiplicity: 2. The calculation puts the LUMO energy (spin up / spin down) at -0.4030 / -0.5062 hartree. The value obtained for the total energy is -326.86749 a.u. Its energy above the lowest of the compared OMol25 structures with the same formula, charge and spin is 72.5 kcal per mole. The total charge is +2. The calculation puts the molar mass at 102.16 g mol⁻¹. The HOMO energy (spin up / spin down) is -19.0312 / -19.0299 eV.

Cartesian coordinates (Å):
C: 1.57 -0.29 1.05
C: 0.13 -0.58 1.58
C: -0.83 0.10 0.77
C: -1.56 1.19 1.17
C: -0.75 -1.46 -1.00
N: -0.96 -0.25 -0.62
H: 1.98 0.53 1.80
H: 2.30 -1.08 1.21
H: 1.62 0.24 0.03
H: -0.06 -1.60 1.68
H: -0.04 -0.39 2.62
H: -1.48 1.48 2.17
H: -2.27 1.65 0.49
H: -1.20 -1.84 -1.95
H: -0.10 -2.09 -0.49
H: -1.17 0.41 -1.38
H: 0.92 0.68 -3.45
H: 0.99 2.09 -3.01
O: 0.90 1.20 -2.67

---

No. 6
This record from the Open Molecules 2025 dataset describes the ion C5H12NO2 with charge -1 at a distorted geometry. The level of theory is the ωB97M-V functional and the def2-TZVPD basis.

As for the spin multiplicity: 1. The calculation puts the LUMO energy at 0.1492 hartree. The value obtained for the total energy is -402.85759 a.u. Its energy above the lowest of the compared OMol25 structures with the same formula, charge and spin is 107.8 kcal per mole. The total charge is -1. The calculation puts the molar mass at 118.16 g mol⁻¹. The HOMO energy is -2.9341 eV.

Cartesian coordinates (Å):
C: -0.13 0.73 -1.06
N: 0.56 1.20 0.08
C: -0.06 2.07 0.94
O: -1.29 1.62 1.75
C: -1.07 -0.62 -0.89
C: -0.44 -1.72 -0.10
C: 0.93 -2.10 -0.48
O: 1.91 -1.10 -0.23
H: 0.43 0.45 -1.96
H: -1.01 1.40 -1.49
H: 1.43 -0.19 0.12
H: -0.65 2.90 0.40
H: 0.53 2.25 1.75
H: -2.01 1.15 1.23
H: -1.38 -0.81 -1.96
H: -2.21 -0.46 -0.42
H: -0.56 -1.56 0.92
H: -1.00 -2.71 -0.36
H: 1.02 -2.06 -1.62
H: 1.15 -3.00 0.15

---

No. 7
This record from the Open Molecules 2025 dataset describes a cluster of 2 separate species, C5H12NO2 in total at a distorted geometry. The level of theory is the ωB97M-V functional and the def2-TZVPD basis.

As for the spin multiplicity: 1. The calculation puts the LUMO energy at 0.1389 hartree. The value obtained for the total energy is -402.89859 a.u. Its energy above the lowest of the compared OMol25 structures with the same formula, charge and spin is 82.1 kcal per mole. The total charge is -1. The calculation puts the molar mass at 118.16 g mol⁻¹. The HOMO energy is -2.1237 eV.

Cartesian coordinates (Å):
C: -2.01 0.62 1.31
O: -1.98 -0.81 1.37
C: -1.31 1.27 0.18
C: 0.21 0.80 0.18
C: 0.28 -0.63 -0.42
C: 1.38 -1.45 -0.12
N: 1.61 -2.68 -0.52
H: -3.08 0.87 1.28
H: -1.62 0.85 2.32
H: -1.80 0.96 -0.81
H: -1.36 2.37 0.10
H: 0.47 0.71 1.23
H: 0.78 1.45 -0.46
H: -0.54 -0.80 -1.14
H: 2.11 -0.98 0.49
H: 0.93 -3.20 -1.05
H: 2.26 -0.11 -1.32
H: 2.13 1.34 -1.72
H: -1.10 -1.13 1.08
O: 2.63 0.56 -1.98

---

No. 8
This record from the Open Molecules 2025 dataset describes the ion C5H12NO2 with charge -1 at a distorted geometry. The level of theory is the ωB97M-V functional and the def2-TZVPD basis.

As for the spin multiplicity: 1. The calculation puts the LUMO energy at 0.1356 hartree. The value obtained for the total energy is -402.88848 a.u. Its energy above the lowest of the compared OMol25 structures with the same formula, charge and spin is 88.5 kcal per mole. The total charge is -1. The calculation puts the molar mass at 118.16 g mol⁻¹. The HOMO energy is -2.3568 eV. As for the SMILES: C[C@H](NC[O-])[C@@H](C)O.

Cartesian coordinates (Å):
C: 0.35 -0.61 1.55
C: 0.18 0.22 0.24
C: 1.27 0.32 -0.87
C: 2.62 0.94 -0.28
O: 1.76 -0.91 -1.36
N: -1.08 -0.19 -0.45
C: -2.39 0.43 0.04
O: -2.93 -0.15 1.08
H: 1.27 -0.46 2.12
H: -0.47 -0.13 2.23
H: 0.18 -1.65 1.31
H: 0.08 1.25 0.65
H: 0.75 0.87 -1.67
H: 3.42 0.64 -1.09
H: 2.38 2.03 0.02
H: 2.86 0.37 0.54
H: 0.89 -1.26 -1.71
H: -1.26 -1.20 -0.25
H: -3.05 0.12 -0.78
H: -2.34 1.51 -0.03

---

No. 9
This record from the Open Molecules 2025 dataset describes a cluster of 2 separate species, C5H12NO2 in total at a distorted geometry. The level of theory is the ωB97M-V functional and the def2-TZVPD basis.

As for the spin multiplicity: 1. The calculation puts the LUMO energy at 0.1302 hartree. The value obtained for the total energy is -402.85025 a.u. Its energy above the lowest of the compared OMol25 structures with the same formula, charge and spin is 112.5 kcal per mole. The total charge is -1. The calculation puts the molar mass at 118.16 g mol⁻¹. The HOMO energy is -2.4953 eV.

Cartesian coordinates (Å):
C: -1.57 1.63 0.47
O: -2.65 1.72 -0.28
C: -0.52 0.63 -0.22
C: 0.98 0.96 0.16
C: 1.68 -0.32 0.13
C: 1.87 -1.11 1.21
N: 2.45 -0.49 -1.11
H: -1.44 1.66 1.51
H: -0.93 2.59 0.56
H: -0.80 0.64 -1.29
H: -0.86 -0.36 0.19
H: 1.46 1.72 -0.57
H: 0.97 1.38 1.21
H: 2.33 -2.09 1.23
H: 1.12 -1.05 2.22
H: 1.73 -0.29 -1.79
H: 3.00 -1.36 -1.29
H: -3.40 -1.41 -0.48
H: -2.20 -2.22 -0.93
O: -3.20 -2.24 -0.94

---

No. 10
This record from the Open Molecules 2025 dataset describes the ion C5H12NO2 with charge +1 at a distorted geometry. The level of theory is the ωB97M-V functional and the def2-TZVPD basis.

As for the spin multiplicity: 1. The calculation puts the LUMO energy at -0.1037 hartree. The value obtained for the total energy is -402.60623 a.u. Its energy above the lowest of the compared OMol25 structures with the same formula, charge and spin is 72.5 kcal per mole. The total charge is +1. The calculation puts the molar mass at 118.16 g mol⁻¹. The HOMO energy is -13.8608 eV. As for the SMILES: C=C(O)[N+](C)(C)CO.

Cartesian coordinates (Å):
C: 2.06 0.56 0.98
C: 1.30 -0.16 0.14
C: -0.53 1.30 0.61
C: -0.36 0.51 -1.57
C: -0.99 -1.10 0.31
N: -0.12 0.11 -0.16
O: 1.78 -0.98 -0.79
O: -0.70 -2.29 -0.34
H: 3.13 0.32 0.88
H: 1.68 1.28 1.65
H: -1.32 1.76 0.12
H: -0.55 1.29 1.63
H: 0.42 2.00 0.45
H: -1.51 0.38 -1.77
H: 0.08 1.46 -1.79
H: 0.02 -0.26 -2.17
H: -1.95 -0.64 0.09
H: -0.94 -1.26 1.35
H: 2.62 -1.43 -0.57
H: -0.55 -2.33 -1.30